(1)
Entry from the OMol25 dataset: a cluster of 6 separate species, C12H36O6 in total at a distorted geometry (ωB97M-V/def2-TZVPD).

```
54
Properties=species:S:1:pos:R:3:forces:R:3
C -0.7095 -3.5939 4.1577 -0.68 0.50 1.06
O 1.8430 3.1580 -1.0128 -0.26 0.86 0.08
H -3.9226 -1.4111 -1.1635 0.38 0.40 -0.03
H 3.1175 -0.1388 -3.2448 -0.16 0.18 0.22
H 3.4893 -0.1308 -1.4748 0.17 0.34 -0.11
H -0.7567 -3.2669 3.1189 0.07 0.09 0.09
H -3.0194 -2.2698 -3.3985 0.60 -0.06 0.68
H 5.3601 -1.7763 -2.0823 0.63 0.21 -0.21
H -2.2439 2.4431 3.0346 -0.04 0.43 -0.83
H -2.3080 1.8475 0.3250 -0.08 0.33 -0.38
H 1.3159 -1.5848 -0.5762 -0.12 -0.99 0.03
H 5.1770 -1.1909 -3.8012 -0.31 -0.98 0.07
H 4.3039 5.4653 -0.6610 0.06 -0.08 0.44
H -3.1750 0.4588 0.8252 -0.74 -0.10 0.33
C 3.1303 3.6772 -0.6649 0.02 -0.96 0.16
H 5.6344 0.8040 -3.2646 0.06 0.14 0.00
H -0.5513 -2.6747 0.7058 -0.34 -0.05 0.18
H 0.7412 -0.6436 0.6940 -0.37 0.43 0.22
C -3.2765 -1.2207 -3.2525 -0.46 0.08 1.30
H 2.9534 5.6011 -1.6896 -0.38 -0.12 -0.02
H 3.8385 3.1225 -1.2804 0.47 0.51 -0.18
H -0.5851 -0.3709 -1.6482 -0.25 0.47 -0.71
H 3.0446 -1.5907 -2.2384 -0.03 -0.16 -0.33
C 0.4143 -1.0613 -0.2582 0.73 -1.12 0.46
H -3.6724 -1.0210 -4.2482 -0.13 0.90 0.01
C -4.3083 -1.0525 -2.1178 0.35 -1.60 -1.35
H -4.7452 2.2479 0.7859 -0.02 -0.01 -0.16
O -4.0053 2.3762 1.3841 -1.43 -0.02 -0.47
C -2.1751 1.5498 2.4137 0.35 -1.65 0.73
H -1.2660 -4.5270 4.2447 0.03 -0.07 0.01
H 0.1098 -1.7665 6.0341 0.63 0.58 0.03
H -1.7144 -2.7790 6.0527 0.49 -0.48 0.20
H 2.6779 5.6493 0.0751 0.07 0.07 -0.10
O -2.1568 -0.4427 -2.8694 0.77 -0.13 -0.86
O 5.9143 0.1779 -2.5928 -0.12 -0.23 0.72
H -5.0004 -1.8449 -2.4026 -1.19 0.61 0.29
H 1.9322 2.2603 -1.3411 0.00 -0.07 0.10
H -2.3706 0.4773 -3.0410 0.09 0.14 0.00
C -0.8416 -1.9180 -0.0230 1.06 0.23 0.47
O 0.2246 -0.0875 -1.2172 -0.62 1.08 -0.50
H -4.6660 -0.0243 -2.0629 -0.38 -0.31 0.02
H -1.1303 1.2798 2.2596 0.05 0.02 0.11
H 3.3596 3.3976 0.3634 0.01 -0.18 0.24
C 3.2524 5.1859 -0.7271 -0.06 -0.13 -0.72
H -1.5797 -1.2366 0.4000 -0.25 -0.26 0.07
H -2.6231 0.7967 3.0619 0.22 -0.25 0.26
H -2.1815 -2.0750 4.5907 0.10 0.41 -0.18
C 3.5936 -0.6664 -2.4184 0.09 -0.20 -0.03
H -1.2567 -2.4402 -0.8851 0.21 0.24 -0.23
C -2.9590 1.4855 1.1207 1.71 1.22 0.39
H 0.3339 -3.7498 4.4319 -0.04 -0.17 -0.04
C 5.0556 -0.9638 -2.7420 -0.36 0.74 -0.32
O -0.3181 -1.4720 5.2268 -0.13 0.15 0.76
C -1.2987 -2.4695 5.0938 -0.47 -1.02 -1.95
```
Positions in Å, forces in eV/Å.

Properties
- 2S+1 = 1
- gap between HOMO and LUMO (eV) = 10.287
- energy relative to the best compared isomer or geometry (same formula, charge and spin) (kcal/mol) = 80.0
- E_tot (eV) = -25309.73261
- E_HOMO (eV) = -9.7162

Atomic partial charges in e from the natural (NBO) method, atoms 1 to 8:
1. C -0.63
2. O -0.74
3. H 0.21
4. H 0.20
5. H 0.21
6. H 0.21
7. H 0.18
8. H 0.18

***

(2)
Entry from the OMol25 dataset: a cluster of 6 separate species, C12H36O6 in total at a distorted geometry (ωB97M-V/def2-TZVPD).

```
54
Properties=species:S:1:pos:R:3:forces:R:3
C 1.6383 -7.6726 0.5538 0.67 0.09 0.06
C 2.4067 -8.6570 1.4422 -0.30 0.07 0.18
C -1.9593 3.9820 -3.7388 0.06 0.10 2.38
H 0.8390 6.6799 2.1547 -0.26 0.35 -0.37
H -5.2688 0.7392 0.3265 -0.42 0.34 -0.71
H -0.8700 0.9616 -0.6261 -0.12 0.10 0.01
H 1.5950 -1.9359 0.9659 -0.14 0.00 -0.82
H 0.1738 -0.8363 -0.9979 -0.09 -0.91 0.12
H 6.5997 -4.7631 -2.4256 -0.12 -0.60 0.24
H 6.2696 -3.3153 -1.4927 0.40 0.19 -0.16
H 1.5394 -6.6720 0.9745 0.10 -0.06 0.33
H 3.8476 -3.2577 -2.2624 0.36 0.10 0.90
O -0.7016 0.5075 0.2028 -0.93 0.17 0.97
H 1.2131 0.2759 -0.3096 0.64 -0.01 0.35
H 2.7574 -9.5134 0.8663 -0.35 -0.15 -0.16
H -2.2617 2.1504 -4.3005 -0.03 -0.18 0.04
H -1.0062 8.5010 3.2900 -0.04 0.19 0.08
C -0.0082 6.9240 2.7956 -0.11 0.48 0.83
H -4.7538 3.2587 0.2328 0.41 -0.22 0.30
H -0.1242 -1.8916 1.3838 0.00 -0.07 -0.02
C -0.9547 4.6920 -2.7455 -0.95 -0.86 -1.83
H -1.2053 5.2433 2.3610 0.01 -0.16 -0.04
C -5.6052 1.4488 1.0825 -0.69 0.74 0.57
H 1.0327 -0.7020 1.9580 -0.31 0.26 0.14
O -1.8758 2.5826 -3.5350 0.75 -0.73 -0.52
H -2.1127 6.5020 3.1161 0.10 0.28 0.18
H -3.8429 1.5058 1.5883 0.60 0.06 0.64
H -6.3852 3.0907 -0.1061 -0.43 0.04 -0.09
H 0.6266 -7.9995 0.3135 0.18 -0.35 -0.03
H 4.8608 -3.2531 -3.5863 0.52 -0.52 -0.24
C -1.3106 6.3275 2.3990 -0.63 -0.92 -1.07
O -4.6655 1.4556 2.0805 2.45 -0.89 1.65
O 1.6074 -9.1448 2.5184 -0.02 -0.10 0.05
O -0.1227 8.3573 2.9432 0.47 -0.89 -0.12
O 5.3735 -4.9052 -0.6508 0.28 -0.70 -0.43
H 2.2311 -7.5511 -0.3528 -0.21 0.03 -0.26
C 4.6185 -3.8746 -2.7243 -0.12 -0.34 0.59
H 3.3271 -8.2502 1.8611 0.03 0.49 -0.16
H 4.0335 -4.7551 -2.9903 0.38 -0.20 -0.46
H 0.2109 6.4093 3.7311 0.43 0.46 0.54
H -2.9670 4.1796 -3.3735 -0.19 0.96 -0.39
H 1.8699 -8.6868 3.3202 -0.10 -0.01 -0.02
H 6.1588 -5.2606 -0.2281 -0.09 -0.14 0.31
H -1.1254 4.3987 -1.7097 -0.36 0.25 -0.11
C -5.6770 2.9236 0.7055 -1.20 0.10 -2.13
C 5.8427 -4.2628 -1.8217 -1.62 2.21 -0.74
H -6.4545 1.0009 1.5984 -0.72 0.43 -0.63
H -1.8443 4.2939 -4.7768 0.23 -0.04 0.03
H -5.9288 3.6501 1.4781 0.04 -0.61 0.40
H -1.6638 6.6313 1.4136 0.03 0.20 -0.03
C 0.3720 -0.3614 -0.0370 1.25 0.41 -1.87
H -1.1450 5.7419 -2.9681 0.48 0.20 0.63
H 0.0650 4.3905 -2.9851 0.04 0.27 -0.16
C 0.7302 -1.2834 1.0871 -0.35 0.10 1.06
```
Positions in Å, forces in eV/Å.

Properties
- 2S+1 = 1
- gap between HOMO and LUMO (eV) = 10.358
- energy relative to the best compared isomer or geometry (same formula, charge and spin) (kcal/mol) = 87.3
- E_tot (eV) = -25309.41453
- E_HOMO (eV) = -9.9063

Atomic partial charges in e from the natural (NBO) method, atoms 1 to 8:
1. C -0.63
2. C -0.06
3. C -0.06
4. H 0.18
5. H 0.16
6. H 0.47
7. H 0.23
8. H 0.15

***

(3)
Entry from the OMol25 dataset: a cluster of 7 separate species, C12H37O13 in total at a distorted geometry (ωB97M-V/def2-TZVPD).

```
62
Properties=species:S:1:pos:R:3:forces:R:3
H 4.8108 -1.7765 0.2522 -0.01 -0.03 -0.50
C -2.6067 -0.0286 3.2890 0.45 -0.10 -0.77
H 0.0727 -2.8668 0.2856 0.30 0.35 0.11
H 0.1264 -0.0310 -1.5226 -0.21 -0.86 -0.71
H 0.6243 -0.2015 -0.3239 0.55 -0.76 0.76
O -2.9462 1.0047 -1.7055 -0.87 -0.50 -0.30
O 0.8127 -2.2503 -2.6977 0.95 -1.37 -0.54
O 3.2429 2.6897 0.6548 0.06 -0.18 -0.24
H 3.3267 -0.0138 1.4547 0.05 0.22 -0.54
H -2.1136 2.7671 -2.3611 0.20 0.20 -0.02
C 0.5981 0.0426 -3.4582 -0.70 -1.90 -0.57
C -2.0435 2.6271 -0.1758 -0.36 0.53 -1.00
O 1.6983 4.5815 2.0644 0.50 0.62 1.73
H 1.4241 -1.3085 1.1018 -1.18 -0.12 -0.24
H -0.5119 -4.4700 -1.2201 0.39 -0.29 -0.06
O 0.0696 0.5685 -2.2702 -0.82 1.44 -0.30
H 2.1823 -1.5153 -0.8291 -0.36 -0.05 -0.04
H 1.9706 4.9949 0.1033 0.27 -0.39 -0.37
H 0.6618 -1.9543 -1.7970 -0.66 0.40 0.29
H 0.4015 -1.8982 -4.6358 0.31 0.22 -0.09
C 3.2429 -1.0983 1.5237 -0.19 -0.39 0.72
H -1.4178 -5.2800 0.0950 0.32 -0.14 0.20
H -2.1656 -0.9947 1.3038 -1.03 -0.64 0.53
H -0.9265 -1.6438 -3.5309 -0.32 0.55 -0.01
H -1.4857 4.1503 0.8313 -0.09 0.26 0.08
H -2.5335 2.2406 0.7178 -0.59 -0.40 -0.42
C -1.0494 -4.3263 -0.2828 0.02 0.31 -0.62
H -1.2626 -1.8242 -0.6315 0.45 0.52 0.25
H 2.5316 5.0569 2.0987 -0.05 -0.01 0.22
H -2.8053 -3.4378 0.3302 -0.51 0.32 0.06
H 1.5954 2.4113 -0.5229 0.25 0.74 -0.52
H -3.1635 0.7919 2.8366 -0.08 0.07 -0.24
H -3.7205 2.8807 -1.6615 -0.02 -0.03 0.36
H -1.0828 -1.4663 2.6214 0.24 -0.06 0.13
O -1.9712 0.4918 4.4772 -0.06 -0.68 -0.67
C -2.7564 2.3803 -1.5703 1.27 -0.26 1.74
H -1.0406 2.2018 -0.1361 0.00 -0.49 -0.54
H -2.8372 -4.0083 -1.3761 -0.28 -0.17 0.14
O -1.8974 4.0286 -0.0273 -0.06 0.79 0.12
H 1.3337 2.0167 1.0505 -0.39 0.57 0.96
H -2.0969 0.5686 -1.8060 0.36 -0.04 -0.14
C 0.1459 -1.4947 -3.6560 0.51 1.80 0.69
C 3.7254 -1.8709 0.2833 -0.73 0.78 0.64
H 0.3889 4.4302 0.5262 -0.04 0.00 0.08
O 0.3033 -1.1156 -0.1974 0.60 0.95 -0.37
H 0.2430 0.6624 -4.2815 -0.10 0.06 -0.01
C 1.8285 2.7955 0.4701 0.64 0.48 -0.44
O 1.9186 -1.4677 1.9091 1.06 0.17 0.03
H -0.3632 -0.0106 0.9424 0.05 -0.63 -0.07
O -1.9534 -2.2348 -1.1567 -0.62 -0.50 -0.17
O -0.8595 0.3705 1.6704 0.62 1.83 1.16
C -2.2534 -3.5018 -0.6075 -0.39 0.19 -0.31
H 1.6850 0.1076 -3.4075 0.18 -0.32 -0.24
H 3.8378 -1.3650 2.3973 0.46 -0.22 -0.11
H -1.1199 0.8334 4.1943 0.20 0.12 -0.08
C -1.6531 -0.6396 2.1979 -0.99 0.20 0.62
H -3.3357 -0.7752 3.6042 0.14 -0.10 0.10
H 3.4340 -2.8963 0.5105 0.21 -0.34 -0.26
H 3.4188 2.8920 1.5766 -0.05 -0.10 0.16
C 1.4470 4.2860 0.7447 -1.05 -1.77 -1.62
O 3.1308 -1.4309 -0.9506 1.16 -0.11 0.85
O -0.2604 -3.6758 0.6808 0.01 -0.78 0.40
```
Positions in Å, forces in eV/Å.

Properties
- 2S+1 = 1
- gap between HOMO and LUMO (eV) = 9.166
- total charge = -1
- energy relative to the best compared isomer or geometry (same formula, charge and spin) (kcal/mol) = 44.9
- E_tot (eV) = -39660.06763
- E_HOMO (eV) = -6.6643

Atomic partial charges in e from the natural (NBO) method, atoms 1 to 8:
1. H 0.17
2. C -0.08
3. H 0.49
4. H 0.47
5. H 0.43
6. O -0.73
7. O -0.76
8. O -0.73

***

(4)
Entry from the OMol25 dataset: a structure of composition C12H38BN2O8Zr at a distorted geometry (ωB97M-V/def2-TZVPD).

```
62
Properties=species:S:1:pos:R:3:forces:R:3
H 1.7593 2.1163 1.7398 0.31 3.75 3.04
C 0.2557 -6.0200 3.7993 -0.78 -0.69 -0.37
O -0.4725 -6.9866 4.5571 -0.81 -0.64 -0.36
H -2.0460 -8.5980 5.5212 0.75 -0.63 0.12
B 1.6443 1.2792 1.0688 0.62 0.37 -0.40
H -6.6628 0.8299 -5.2724 -0.20 0.16 0.32
H 1.4831 7.5197 -1.2657 -0.04 0.21 -0.45
H 2.5240 0.6703 1.2090 3.86 -2.73 0.35
O -4.4108 -1.4313 3.0340 -0.08 -0.05 0.24
C -1.1463 -8.0228 3.6956 1.03 2.85 0.72
O 3.8327 5.4761 -2.5104 -1.18 1.86 0.58
H 8.9528 5.5318 3.2232 -0.30 -0.01 0.89
H 0.6109 -5.2086 4.4344 0.08 -0.38 0.16
H 8.4511 3.9023 5.0892 -0.37 1.60 0.09
H -4.0188 0.0344 -3.6032 -0.22 -0.01 -0.57
H 8.9234 2.6389 4.2660 0.23 -0.80 -1.17
N -3.4740 -7.7590 4.3981 -0.50 1.65 0.13
H 1.0541 -6.5113 3.2432 0.44 0.10 0.14
H -3.7458 3.5546 -5.0800 0.47 -0.32 -0.11
C 8.3015 3.5148 4.0814 -3.51 -2.39 0.68
O 8.5322 4.3796 1.6496 0.26 -0.44 2.66
O 2.9572 6.7295 -0.0956 -0.93 1.87 -2.39
O -5.7028 3.8109 -5.5776 0.59 0.92 -1.33
H 2.0906 6.2909 -3.0014 -0.51 0.15 0.13
H 3.0832 8.4194 -1.2606 0.08 0.10 -0.38
H -0.3957 -5.5845 3.0416 -0.17 0.23 -0.09
H 7.3055 0.0972 -1.4151 0.28 0.07 -0.01
C -4.9178 1.7260 -4.6479 -0.13 0.09 -0.43
H -5.1757 -1.5595 2.4730 -0.19 -0.03 -0.11
H 3.5522 7.2754 -3.2837 -0.09 0.82 0.25
H -4.6107 5.3494 -6.5994 0.62 -0.43 0.21
H 0.7787 0.6846 1.3165 -3.35 -2.12 1.02
H -3.4848 -10.4430 4.5870 0.40 -0.15 0.49
H 9.9581 4.0789 2.9927 0.43 -0.20 0.31
O 6.9625 3.1859 3.8242 2.32 0.87 0.36
N -5.6656 0.6800 -5.3293 -1.22 -0.04 -1.07
H -3.1570 -6.9661 4.9375 0.01 1.14 -0.45
C -2.3158 -8.5969 4.4652 0.90 -1.85 0.64
H -5.5642 2.0920 -3.8502 0.10 0.36 -0.03
H 5.9593 -0.5527 -1.6541 -0.26 -0.15 -0.08
H -3.2131 1.4989 -3.2798 -0.16 0.56 0.13
O 6.3932 0.1176 -1.1262 -0.10 0.29 0.17
C 8.9380 4.4625 3.0125 -0.23 1.20 -4.74
H -4.1618 -8.0635 5.0721 -0.42 -0.84 -0.16
Zr 4.7480 3.3194 0.6125 -0.64 0.41 0.19
C 3.0372 6.6250 -2.5767 2.15 -3.77 -1.77
C -4.5129 2.9394 -5.5504 -2.17 0.89 1.14
H -0.3142 -8.6349 3.3479 -0.49 -0.74 0.11
C -3.7624 0.9858 -4.0692 2.03 0.51 0.90
H -2.9957 0.8926 -4.8383 0.00 -0.68 -0.17
H -5.5245 0.7302 -6.3281 0.43 -0.15 -0.26
H -4.3005 2.7389 -6.6005 0.46 -0.65 0.10
H -5.6427 4.3790 -7.6180 -0.40 0.05 -0.05
H 1.5864 1.6713 0.0653 -0.24 1.44 -4.24
H -1.8927 -10.6677 3.7338 0.09 0.01 0.55
H -3.6821 -1.3173 2.4239 0.28 0.08 -0.12
H -3.2465 -9.8645 3.0396 0.10 0.26 -0.35
C -5.5700 4.8326 -6.6296 0.63 -0.58 1.19
C 2.5713 7.4571 -1.2643 1.20 -2.41 4.92
H -6.2146 5.6965 -6.4673 -0.81 -0.68 0.04
H -1.5403 -7.4423 2.8614 -0.14 -0.25 -0.40
C -2.7056 -9.9840 3.9783 -0.50 -0.04 -0.87
```
Positions in Å, forces in eV/Å.

Properties
- 2S+1 = 1
- gap between HOMO and LUMO (eV) = 3.425
- total charge = -1
- E_tot (eV) = -34354.05010
- E_HOMO (eV) = -4.4051

Atomic partial charges in e from the natural (NBO) method, atoms 1 to 8:
1. H -0.03
2. C -0.25
3. O -0.57
4. H 0.18
5. B -0.88
6. H 0.36
7. H 0.16
8. H -0.03

***

- Which value of gap between HOMO and LUMO does entry 1 give?
  10.287 eV

***

- Look up the E_HOMO of the fourth one.
  -4.4051 eV

***

- Which of these has the lowest E_HOMO?
  number 2

***

- Which of these has the lowest gap between HOMO and LUMO?
  C12H38BN2O8Zr